Here is an isolated molecule of C5H6O2 at a distorted geometry from the Open Molecules 2025 dataset. Energies are from wB97M-V/def2-TZVPD.

Last column: natural (NBO) charge in e.
Cartesian coordinates (Å):
C -1.27 0.98 -0.13  -0.04
C -1.91 -0.26 0.13  -0.63
C -1.38 -1.44 0.49  0.74
C 0.82 -0.28 -0.28  0.29
C 2.38 -0.15 -0.26  -0.77
O -1.38 -2.54 0.82  -0.47
O 0.21 0.90 -0.08  -0.49
H -1.49 1.74 0.58  0.20
H -1.37 1.39 -1.19  0.19
H -2.86 -0.13 0.54  0.26
H 2.57 1.00 -0.08  0.21
H 2.94 -0.44 -1.18  0.25
H 2.74 -0.78 0.65  0.25

Output
- M (g mol⁻¹) = 98.10
- relative energy (zero: lowest compared OMol25 entry of this formula, charge and spin) (kcal per mole) = 103.4
- HOMO level (eV) = -8.53
- LUMO energy (eV) = 0.54
- largest force on an atom (eV Å⁻¹) = 4.12